1.
Below is a single CH7N2O2P molecule at a distorted geometry, with properties calculated with ωB97M-V/def2-TZVPD.

## Properties
LUMO energy: 0.37 eV
Kohn-Sham gap: 9.86 eV
DFT total energy: -643.6744 Eh
SMILES string: C[NH2+][P@@](=N)([O-])O
Highest occupied orbital energy: -9.4818 eV

```
! wB97M-V def2-TZVPD RIJCOSX def2/J DEFGRID3
* xyz 0 1
P -1.406 0.278 -0.078
O -1.732 -0.432 -1.412
O -1.397 1.733 -0.035
N 0.571 -0.101 -0.463
N -1.708 -0.822 1.014
C 1.709 0.549 0.266
H 1.306 1.480 0.581
H 0.468 -1.067 -0.115
H 1.886 0.045 1.164
H 2.694 0.516 -0.308
H 0.815 -0.232 -1.504
H -1.525 -0.636 1.947
H -1.679 -1.311 -1.057
*
```

Atomic partial charges in e from the Mulliken method, atoms 1 to 6: 0.816 -0.488 -0.653 -0.447 -0.720 -0.778

***

2.
Below is a gas-phase ion, C22H31F2O2Si2 (charge +1) at a distorted geometry, with properties calculated with ωB97M-V/def2-TZVPD.

## Properties
LUMO energy: -3.27 eV
Kohn-Sham gap: 8.48 eV
DFT total energy: -1786.0093 Eh
Highest occupied orbital energy: -11.7523 eV

```
! wB97M-V def2-TZVPD RIJCOSX def2/J DEFGRID3
* xyz 1 1
Si -2.313 1.623 -2.287
Si 2.236 1.313 -1.609
F -0.122 -4.560 4.649
F 0.317 0.799 5.544
O 0.584 0.702 -1.755
O -1.546 0.286 -1.351
C -1.060 0.934 1.664
C 1.109 -5.154 2.710
C -0.305 0.058 -1.070
C -1.415 1.948 2.568
C 2.064 2.204 -0.002
C -3.427 2.289 -0.967
C -1.132 -2.143 -0.587
C -1.093 2.870 -2.908
C 0.039 -1.213 -0.310
C -0.014 -2.977 2.858
C 0.617 -2.568 1.676
C -0.110 0.888 4.245
C 0.317 -0.085 3.336
C 0.485 -1.131 1.047
C -0.151 -0.062 2.013
C -3.159 0.739 -3.676
C 2.401 2.440 -3.069
C 1.393 -3.495 0.967
C 1.605 -4.785 1.459
C -0.947 1.938 3.879
C 3.421 -0.099 -1.696
C 0.325 -4.231 3.391
H 1.740 1.552 0.820
H -0.924 -3.153 -0.224
H -4.089 3.051 -1.403
H -0.465 2.487 -3.722
H 2.490 1.873 -4.006
H 3.039 2.642 0.258
H 3.330 3.013 -2.937
H 1.553 -0.817 0.972
H -1.684 3.705 -3.322
H -1.294 -2.197 -1.663
H -2.017 -1.787 -0.048
H -0.453 3.288 -2.120
H 1.845 -3.210 0.019
H -1.543 0.957 0.694
H 1.334 3.022 -0.095
H 3.412 -0.565 -2.692
H -2.082 2.747 2.242
H 2.170 -5.500 0.865
H 1.015 -0.844 3.664
H 1.573 3.151 -3.172
H -0.723 -2.334 3.382
H 0.902 -1.556 -0.886
H -1.240 2.692 4.608
H -2.448 0.401 -4.442
H -3.731 -0.130 -3.325
H 1.286 -6.145 3.131
H -3.860 1.440 -4.154
H 3.242 -0.876 -0.942
H -2.867 2.760 -0.146
H 4.429 0.312 -1.527
H -4.057 1.494 -0.544
*
```

Atomic partial charges in e from the Mulliken method, atoms 1 to 6: 0.063 0.426 -0.307 -0.315 -0.317 -0.125

***

3.
Below is a single C4H6N2 molecule, with properties calculated with ωB97M-V/def2-TZVPD.

## Properties
LUMO energy: 0.96 eV
Kohn-Sham gap: 9.19 eV
DFT total energy: -265.3910 Eh
SMILES string: [H]/N=C/N1C=C1C
Highest occupied orbital energy: -8.2285 eV

```
! wB97M-V def2-TZVPD RIJCOSX def2/J DEFGRID3
* xyz 0 1
N -0.271 -0.806 -0.372
N 0.281 -1.871 1.596
C 0.299 0.570 -0.533
C -0.629 -1.354 0.872
C 1.153 -0.365 -0.363
C -0.186 1.874 -1.011
H -0.113 -2.378 2.384
H -1.707 -1.423 1.063
H 0.667 2.460 -1.367
H -0.873 1.706 -1.849
H -0.712 2.441 -0.238
H 2.092 -0.854 -0.182
*
```

Atomic partial charges in e from the Mulliken method, atoms 1 to 6: -0.446 -0.583 0.380 0.061 -0.201 -1.074

***

Which formula does entry 3 have? C4H6N2

***

Which formula does entry 1 have? CH7N2O2P

***

highest occupied orbital energy of number 1 (CH7N2O2P)? -9.4818 eV

***

What is the LUMO energy in the second record? -3.27 eV